A cluster of 7 separate species, C54H80F3IN3O15 in total. Source: OMol25; level of theory: ωB97M-V/def2-TZVPD.

Geometry (Å):
C (1.37772, -1.40876, -2.76454)
F (-3.14743, 3.43040, -2.51324)
O (-7.50516, -2.35895, 0.48332)
H (6.14922, 1.18271, -2.59915)
H (-1.03094, -4.43356, 0.49441)
H (2.85929, -6.23462, 5.47927)
H (-2.85521, -0.32949, -3.72210)
C (-7.62462, -3.56741, -4.45093)
H (-5.33253, -0.93786, -2.18311)
C (-6.47491, -2.89352, -5.14908)
C (0.03047, -5.15500, 4.84935)
C (0.48755, 0.71484, -2.43389)
H (-1.57920, 1.59146, -2.78528)
H (-0.70944, -0.66240, -4.27430)
O (6.78907, 6.59554, 1.60640)
C (6.87925, 2.54242, -0.97640)
H (-2.43354, -0.37076, -1.96972)
H (6.77945, 9.22575, 0.86801)
O (-6.03130, -1.84525, -4.74388)
C (-0.59140, 1.84785, -2.32902)
C (2.22689, 11.65496, 4.35490)
H (-7.31005, -5.48902, 4.81503)
C (-7.63490, -4.71555, 4.11665)
O (2.45282, -6.47312, -4.42834)
H (9.09945, 7.84894, 3.58213)
C (3.26146, -5.29451, 5.09966)
C (4.71681, -7.00621, -3.71162)
C (8.41511, 8.03511, 2.75389)
C (1.62399, -6.07932, -3.44920)
H (2.39565, -6.21131, -1.46680)
H (-3.14530, -2.09539, -0.80774)
H (3.52578, -5.46059, 4.05352)
O (1.08679, -4.43605, 4.42317)
H (3.90976, 10.08699, 5.83841)
H (4.99801, 8.94926, 5.07954)
H (4.80037, 7.01130, 1.59698)
C (2.45351, -0.61000, -1.92719)
H (3.96069, -5.03291, -4.25053)
H (5.00796, 0.03128, 1.54966)
N (0.09495, -0.72698, -2.30412)
H (-6.23980, -5.29574, 2.54407)
C (-5.93189, -2.60197, 2.17943)
H (5.01445, 9.35933, 0.83110)
H (-5.25142, -2.10495, 1.49228)
H (-8.44419, -4.45442, -6.94516)
C (-2.40510, -0.97877, -2.91169)
C (5.44587, 0.41837, -0.64370)
C (-7.30576, -5.11249, 2.69201)
C (1.94665, 0.93496, -1.81280)
C (-5.02916, 1.17362, -0.69585)
H (-8.71050, -4.56821, 4.23051)
H (1.98357, -3.95460, 6.25120)
H (7.46414, 3.72221, 0.85063)
H (-2.69860, -3.17234, -2.98364)
H (-6.24497, -1.89955, 2.95239)
C (-3.45992, 0.98915, 1.76325)
H (-7.81529, -6.04677, 2.45205)
O (3.74037, 12.07967, 2.59239)
O (0.44268, -6.30550, -3.53318)
C (-3.92447, 2.29910, 1.31156)
F (-2.56958, 5.61520, -2.11994)
N (-3.90143, -2.37231, -1.43853)
H (0.84878, -5.56404, 6.83292)
C (-0.45837, -2.50545, 1.57147)
H (-6.32309, -5.45794, -5.91761)
H (5.69086, 7.92822, 2.78954)
C (2.19958, -5.44191, -2.21267)
C (-0.71664, -3.36378, 0.41179)
O (-0.98232, -5.18780, 4.19198)
H (4.09601, -6.16335, -5.57675)
C (-3.80730, -0.22500, 0.98533)
H (-0.56285, -2.99803, 2.57806)
C (2.94174, 8.43502, 4.79395)
H (4.57821, -8.04079, -4.03052)
C (3.83057, -6.08268, -4.52191)
C (5.50455, 0.69403, 0.80616)
H (2.30189, 11.29701, 5.38059)
C (-0.54176, -2.75382, -0.90632)
H (1.40806, -2.52154, -2.77037)
H (-7.53655, -3.37796, -3.38021)
I (3.08090, 2.43399, -2.91151)
C (4.04342, 9.46349, 4.95287)
C (4.68837, -0.77912, -1.24510)
C (6.17357, 1.37124, -1.50275)
H (-0.69410, -2.31650, -3.61503)
C (5.85226, 8.66533, 0.74363)
H (0.08130, 2.43127, -0.28750)
H (-2.80850, -1.27673, 2.30393)
H (-0.19216, 2.71524, -2.93265)
H (2.09424, 12.73523, 4.41684)
C (-7.11851, -3.04036, 1.39539)
H (6.24687, 2.09003, 2.43964)
C (-4.58052, -0.17707, -0.27608)
C (0.08836, -0.66830, 0.32429)
H (-2.84206, 0.87497, 2.69066)
C (6.91422, 2.81713, 0.45886)
C (6.20978, 1.85879, 1.34553)
C (-3.33333, -2.26341, -2.80181)
H (-7.52190, -4.05803, -8.38324)
C (3.44810, 11.37391, 3.52054)
H (1.96936, 8.90795, 4.65125)
C (-4.99214, -1.38868, -1.20486)
H (7.38160, 3.22397, -1.70056)
H (4.47388, -6.96556, -2.64882)
H (1.35446, 11.21448, 3.87281)
H (8.92799, 8.61961, 1.99067)
H (-0.80791, -6.04448, 6.57913)
H (0.44420, 0.39507, 0.29315)
H (3.12585, 7.81417, 3.91449)
H (3.10627, -4.86596, -2.39467)
C (-7.58934, -4.75983, -7.54986)
F (-0.64213, 4.96131, -0.43769)
H (4.16836, -5.05559, 5.65768)
H (2.88798, 7.79120, 5.67388)
H (1.98874, 1.35892, -0.77415)
O (4.83045, -1.84636, -0.70617)
C (-0.87058, 2.41491, -0.87443)
C (5.73268, 7.55337, 1.76524)
O (4.17245, 10.26318, 3.76994)
H (-4.17889, -2.24326, -3.54296)
H (1.46623, -4.73821, -1.81447)
C (-2.32772, 4.29516, -1.86586)
C (2.25339, -4.16971, 5.21594)
C (-0.90958, -1.24816, -3.32870)
O (-3.35056, -1.43942, 1.51031)
H (-7.78427, -5.75802, -7.94570)
H (-5.89164, -1.90174, -0.73765)
H (2.55596, -0.87042, -0.83124)
H (-7.63834, -4.64932, -4.56964)
H (-7.15403, -3.77598, 4.39255)
H (-0.70296, -3.38744, -1.80547)
H (1.69136, -1.14386, -3.82193)
O (-5.99581, -3.42446, -6.28469)
H (-5.47563, -5.04494, -7.38892)
C (-6.30530, -4.74770, -6.74606)
H (-8.56114, -3.14400, -4.81301)
C (0.16765, -5.98555, 6.09590)
H (-5.64641, 1.34174, -1.61280)
C (8.00515, 6.71022, 2.16992)
H (0.49306, -6.98922, 5.82351)
H (5.76701, -6.73726, -3.83704)
O (8.78003, 5.78342, 2.13464)
C (-1.30772, 3.91874, -1.05972)
H (2.68908, -3.25380, 4.81398)
H (-1.71736, 1.88911, -0.35531)
O (-7.79630, -4.14204, 1.75862)
N (-0.05918, -1.20673, 1.57011)
H (5.86336, 8.25272, -0.26736)
H (-5.36914, -3.41912, 2.62931)
H (-5.09668, 3.39061, -0.21241)
H (-3.65995, 3.20234, 1.91286)
C (-4.72728, 2.38297, 0.09302)
O (3.82599, -0.66293, -2.36560)
H (0.75281, 0.75940, -3.53510)
H (7.58699, 8.61059, 3.16468)
C (-0.11338, -1.32726, -0.95686)

Its molar mass is 1195.14 g mol⁻¹. The HOMO energy comes out at -0.385 Eh. Its total energy is -3995.3404 a.u. The value obtained for the HOMO-LUMO gap is 7.802 eV. Its total charge is +1. As for the spin multiplicity: 1.

Atom charges from the Mulliken analysis, given in e for atoms 1 to 4: -1.0719, -0.1279, -0.6226, 0.4755